Molecular formula: C4H6O7Pb
Method: DFT, ωB97M-V with the def2-TZVPD basis set

The geometry in XYZ format:
```
18
Properties=species:S:1:pos:R:3:forces:R:3
O -1.5078 0.2538 -4.0826 0.514 -0.321 -0.587
C -1.5422 0.1171 -2.8287 1.134 0.387 0.932
O -2.6078 0.3189 -2.1828 -0.252 -0.251 0.456
O -0.4053 -0.1691 -2.2138 -0.265 0.013 -0.828
O 0.8534 -1.2224 0.9584 1.999 -0.767 2.106
C 0.9665 -0.7207 -0.3426 1.018 0.016 0.182
C -0.4143 -0.2708 -0.7871 -0.337 -0.076 0.944
Pb -3.7065 0.6536 -4.1442 -0.953 0.256 -0.446
H 1.3323 -1.4965 -1.0375 -0.095 0.154 -0.038
H 1.6638 0.1331 -0.3834 -0.149 -0.176 -0.068
H -0.6680 0.7015 -0.3458 0.022 -0.245 -0.113
H -1.1682 -1.0055 -0.4740 0.217 0.160 -0.057
C 1.4058 0.6271 2.9701 3.083 0.222 2.392
O 1.8109 1.7042 2.4889 -0.809 -0.664 -0.514
O 0.1327 0.5983 3.5151 -1.038 -0.325 0.203
H -0.0128 1.4430 3.9552 0.066 0.135 -0.556
O 2.1297 -0.3775 3.3234 -1.236 0.470 -1.782
H 1.7379 -1.2880 1.6113 -2.919 1.011 -2.228
```
Positions in Å, forces in eV/Å.

## Properties
largest force on an atom	3.91	eV/Å
lowest unoccupied orbital energy (alpha / beta)	0.0630 / 0.0568	hartree
energy above the lowest of the compared OMol25 structures with the same formula, charge and spin	0.000	eV
HOMO level (alpha / beta)	-4.32 / -4.32	eV
Kohn-Sham gap (alpha / beta)	6.0314 / 5.8626	eV
molecular weight	373.29	g/mol
charge	-1
multiplicity	2

Molecular formula: C5H9N3O2S
Method: DFT, ωB97M-V with the def2-TZVPD basis set

The geometry in XYZ format:
```
20
Properties=species:S:1:pos:R:3:forces:R:3
H 1.9318 -1.9434 1.1415 -1.551 -0.738 0.283
N 0.9226 -2.2770 1.0130 1.645 1.464 -0.764
C 0.4387 -1.5175 0.1357 0.588 -1.050 -0.100
C -0.8749 -1.6922 -0.5528 -0.615 0.673 0.341
C -1.4305 -0.3693 -1.0304 0.540 -0.172 -2.093
C -1.5582 0.7444 -0.3206 0.285 -1.961 0.282
C -1.1951 0.8861 1.0824 0.199 -0.585 4.164
N 0.2684 0.7884 1.4415 0.170 0.848 -1.855
S 1.3799 0.7956 0.3766 -1.825 -0.360 4.719
N 1.3546 1.8184 -0.8870 -0.408 -0.849 -0.746
O 2.6575 0.7139 1.0045 0.802 0.418 -0.224
O 1.2240 -0.4753 -0.5221 -0.561 -1.903 -0.535
H -1.6268 -2.0875 0.1270 0.312 -0.504 0.288
H -0.7327 -2.4204 -1.3709 -0.124 0.453 0.263
H -1.5209 -0.3611 -2.1469 -0.444 0.416 1.121
H -1.8467 1.6336 -0.7312 -0.863 1.974 -1.635
H -1.5460 1.8058 1.6117 0.173 -0.208 -1.152
H -1.7172 0.1358 1.7957 0.878 0.489 -1.406
H 1.9234 2.6085 -0.7391 0.586 1.463 0.772
H 1.9479 1.2134 -1.4286 0.214 0.132 -1.722
```
Positions in Å, forces in eV/Å.

## Properties
structure (SMILES)	[H]/N=C1/C/C=C\CN=[S@@](N)(=O)O1
largest force on an atom	5.07	eV/Å
lowest unoccupied orbital energy	0.0163	hartree
energy above the lowest of the compared OMol25 structures with the same formula, charge and spin	2.833	eV
HOMO level	-9.25	eV
Kohn-Sham gap	9.6933	eV
molecular weight	175.21	g/mol
multiplicity	1

Molecular formula: C4H6BaO3
Method: DFT, ωB97M-V with the def2-TZVPD basis set

The geometry in XYZ format:
```
14
Properties=species:S:1:pos:R:3:forces:R:3
H 5.3069 -1.4285 0.3570 0.396 -0.213 0.057
O 5.2051 -0.5005 0.1520 -0.755 0.189 -0.025
C 0.5960 1.2887 0.4346 0.559 -0.210 2.071
O 0.0807 0.8326 -0.7879 0.020 0.515 -1.407
O 0.6997 2.5033 0.5554 -0.010 -0.560 -0.831
Ba 3.3129 0.7907 -0.0287 -0.081 0.227 0.073
C -1.0854 0.0459 -1.0292 0.192 0.311 -0.152
C -1.5854 -0.7926 0.1043 -0.029 -0.035 0.560
C -2.6973 -0.5279 0.7899 0.535 0.230 0.277
H -0.7874 -0.6010 -1.8662 -0.404 0.141 0.054
H -1.8471 0.7674 -1.3524 -0.137 -0.421 -0.010
H -0.9589 -1.6455 0.3841 -0.290 0.146 -0.103
H -2.9938 -1.1387 1.6445 0.010 0.083 -0.345
H -3.2460 0.4061 0.6425 -0.007 -0.402 -0.219
```
Positions in Å, forces in eV/Å.

## Properties
largest force on an atom	2.16	eV/Å
lowest unoccupied orbital energy	-0.0250	hartree
energy above the lowest of the compared OMol25 structures with the same formula, charge and spin	0.953	eV
HOMO level	-6.87	eV
Kohn-Sham gap	6.1950	eV
molecular weight	239.42	g/mol
multiplicity	1

Molecular formula: C2O4Y
Method: DFT, ωB97M-V with the def2-TZVPD basis set

The geometry in XYZ format:
```
7
Properties=species:S:1:pos:R:3:forces:R:3
O -1.8898 0.5096 -0.0603 1.161 0.392 0.174
C -2.8629 -0.1268 0.0722 -2.433 -1.050 -0.359
O -3.8485 -0.7089 0.1187 1.062 0.464 0.243
Y 0.4453 0.9228 -0.2280 2.900 0.018 0.144
O 2.5838 0.9506 0.1084 -3.047 0.944 -0.589
C 2.3601 -0.3427 -0.1242 3.624 -2.539 1.741
O 3.2119 -1.2045 0.1133 -3.268 1.771 -1.354
```
Positions in Å, forces in eV/Å.

## Properties
largest force on an atom	4.76	eV/Å
lowest unoccupied orbital energy (alpha / beta)	-0.2223 / -0.2223	hartree
HOMO level (alpha / beta)	-12.24 / -12.24	eV
Kohn-Sham gap (alpha / beta)	6.1924 / 6.1923	eV
molecular weight	176.92	g/mol
charge	+1
multiplicity	1

Molecular formula: C20H18N3OZr
Method: DFT, ωB97M-V with the def2-TZVPD basis set

The geometry in XYZ format:
```
43
Properties=species:S:1:pos:R:3:forces:R:3
C -1.8247 1.5608 -0.8698 0.332 -0.105 -1.426
C -0.6621 2.2201 -1.4260 -0.200 -0.663 -0.454
C 0.2330 1.2026 -1.9139 -1.304 -0.216 -0.170
H -0.5045 3.2955 -1.5453 -0.096 -0.476 0.342
C -0.3832 -0.0742 -1.6828 -0.312 0.704 -0.526
C -1.6579 0.1516 -1.0653 0.290 0.692 -0.581
H -2.4143 -0.6112 -0.8995 0.294 0.252 0.223
H -2.7350 2.0459 -0.5039 0.617 -0.204 0.009
H 1.1669 1.3451 -2.4518 -0.133 0.112 0.280
H 0.0165 -1.0326 -2.0020 0.043 0.155 0.195
C 1.4702 -0.6157 1.7929 -0.963 -0.327 0.286
C 0.5378 0.0667 2.6610 0.075 -1.209 0.192
C -0.7850 -0.4149 2.3263 0.802 -0.614 0.171
H 0.8088 0.7076 3.5087 -0.239 -0.242 -0.578
C -0.6566 -1.3307 1.2363 0.380 0.033 0.809
C 0.7240 -1.4517 0.8925 0.222 0.186 0.669
H 1.1422 -2.1296 0.1427 -0.166 0.400 0.198
H 2.5569 -0.6068 1.8689 -0.298 0.318 -0.137
H -1.7220 -0.2809 2.8786 0.542 0.440 -0.354
H -1.4703 -1.9449 0.8586 0.268 0.335 -0.124
Zr 0.0846 0.8889 0.4556 -0.423 0.429 0.706
O 1.8125 -2.3412 -2.3091 0.626 0.105 -0.733
C 2.9270 -1.6239 -2.8896 -0.787 -1.283 -0.920
C 2.2715 -2.7642 -3.6479 0.052 1.591 1.090
H 2.7079 -0.6045 -3.2200 0.151 -0.234 0.222
H 3.9139 -1.8474 -2.4731 -0.383 0.291 0.033
H 1.5816 -2.4693 -4.4489 0.233 -0.273 0.332
H 2.2102 -4.5253 -5.7318 0.204 -0.065 0.202
C 2.8546 -4.8524 -4.9136 0.132 0.417 0.629
C 2.9422 -4.0733 -3.7365 0.623 -0.927 -0.306
C 3.7729 -4.5133 -2.6865 -0.331 -0.088 -0.633
H 3.8608 -3.9096 -1.7859 -0.041 -0.217 -0.089
C 4.4787 -5.7061 -2.8081 0.013 -0.144 -0.157
H 5.0991 -6.0359 -1.9774 -0.087 0.020 -0.188
C 4.4154 -6.4696 -3.9840 -0.213 0.476 0.046
H 5.0014 -7.3942 -4.0704 -0.341 0.487 -0.009
C 3.6094 -6.0179 -5.0405 0.241 -0.302 0.314
H 3.5832 -6.5934 -5.9659 -0.112 0.176 0.229
N -0.6974 2.5155 1.5020 0.560 -0.671 -1.010
C -1.4734 3.2695 1.9897 -0.582 1.365 2.460
N -2.0299 4.0149 2.8139 1.306 -1.336 -1.314
C -3.1604 4.5997 3.0533 -2.854 1.749 1.014
N -4.1262 5.1529 3.4286 1.858 -1.139 -0.943
```
Positions in Å, forces in eV/Å.

## Properties
largest force on an atom	3.50	eV/Å
lowest unoccupied orbital energy	-0.1899	hartree
HOMO level	-11.39	eV
Kohn-Sham gap	6.2193	eV
molecular weight	407.61	g/mol
charge	+1
multiplicity	1

Molecular formula: C5H7NO
Method: DFT, ωB97M-V with the def2-TZVPD basis set

The geometry in XYZ format:
```
14
Properties=species:S:1:pos:R:3:forces:R:3
C -1.3988 -0.3132 -0.1556 -0.661 0.803 0.398
C -0.5981 0.5612 -1.0715 0.036 0.201 0.215
C 0.5974 1.0124 -0.6976 -0.163 -0.159 -0.013
C 1.2985 0.6170 0.5859 0.226 0.071 -0.043
N 0.9041 -0.6359 1.2200 0.727 -0.773 -0.417
C 0.2836 -1.5841 0.7578 2.047 -1.360 1.390
O -0.2020 -2.6361 0.5805 0.325 0.579 -0.062
H -2.2425 0.1732 0.3021 -0.980 0.703 -0.621
H -1.7718 -1.2212 -0.6636 0.398 0.309 0.706
H -0.8247 -0.3607 0.8239 -2.003 -0.186 -1.749
H -1.0138 0.8382 -2.0403 0.096 -0.015 0.183
H 1.1487 1.7120 -1.3265 -0.058 -0.198 0.107
H 1.2172 1.4291 1.3198 -0.011 -0.223 -0.017
H 2.3645 0.4931 0.3845 0.021 0.247 -0.077
```
Positions in Å, forces in eV/Å.

## Properties
structure (SMILES)	C/C=C\CN=C=O
largest force on an atom	2.82	eV/Å
lowest unoccupied orbital energy	0.0328	hartree
energy above the lowest of the compared OMol25 structures with the same formula, charge and spin	2.406	eV
HOMO level	-9.60	eV
Kohn-Sham gap	10.4908	eV
molecular weight	97.12	g/mol
multiplicity	1

Molecular formula: C41H35N7O2Rh
Method: DFT, ωB97M-V with the def2-TZVPD basis set

The geometry in XYZ format:
```
86
Properties=species:S:1:pos:R:3:forces:R:3
Rh -0.0869 0.1291 -0.6740 0.619 0.394 -1.020
O -0.4032 1.8872 -0.1041 -0.260 0.680 0.965
C -1.2603 2.5228 0.7969 -0.577 0.534 0.353
C -2.6866 1.9857 0.5378 0.459 -0.064 -0.086
C -2.8614 0.5304 0.8771 -0.099 -0.088 -0.072
C -3.7737 0.1969 1.8662 -0.016 -0.049 0.076
C -4.0452 -1.1322 2.1305 0.065 0.028 -0.110
C -3.4052 -2.0923 1.3717 -0.082 0.023 0.104
C -2.4816 -1.7144 0.4065 -0.089 0.096 -0.027
C -1.8863 -2.7813 -0.4730 0.399 0.189 0.059
C -0.3384 -2.8714 -0.5104 -0.385 -0.706 0.059
O 0.1358 -1.6849 -1.0844 -0.006 -1.307 0.124
C 0.0004 -4.0535 -1.4384 0.110 0.201 0.089
C 0.3386 -5.3102 -0.9466 -0.065 0.067 -0.048
C 0.6071 -6.3552 -1.8200 -0.011 -0.029 0.016
C 0.5342 -6.1581 -3.1897 0.020 -0.032 0.004
C 0.2015 -4.9060 -3.6840 -0.028 0.065 -0.073
C -0.0634 -3.8597 -2.8140 0.017 0.008 0.005
C 0.3028 -3.0787 0.8639 0.042 0.054 -0.245
C 1.6864 -2.9325 0.9432 -0.014 0.046 0.063
C 2.3539 -3.1331 2.1406 0.062 0.071 -0.102
C 1.6463 -3.4902 3.2805 -0.038 -0.007 0.040
C 0.2767 -3.6822 3.1982 0.002 -0.029 0.079
C -0.3918 -3.4862 1.9955 0.023 0.026 -0.037
N -2.1887 -0.4150 0.1790 -1.013 -0.136 0.253
C -1.1639 4.0285 0.5156 0.032 -0.208 -0.039
C 0.1179 4.5697 0.4479 -0.037 0.027 -0.042
C 0.3029 5.9260 0.2432 0.095 -0.089 0.017
C -0.7948 6.7648 0.1068 -0.053 0.041 -0.020
C -2.0710 6.2316 0.1601 -0.030 0.048 -0.004
C -2.2579 4.8684 0.3615 0.038 -0.019 -0.027
C -0.8862 2.2549 2.2752 0.206 0.024 -0.249
C -1.0586 3.2412 3.2431 -0.025 -0.048 -0.017
C -0.6926 3.0094 4.5615 -0.036 0.031 0.059
C -0.1600 1.7879 4.9413 0.019 -0.042 0.066
C -0.0196 0.7839 3.9967 0.005 -0.041 -0.055
C -0.3856 1.0212 2.6802 0.010 -0.006 -0.078
H -2.8966 2.1467 -0.5232 -0.093 0.017 0.026
H -3.3920 2.5571 1.1354 -0.077 -0.016 -0.036
H -4.2784 0.9805 2.4139 0.021 0.029 -0.025
H -4.7639 -1.4122 2.8889 0.012 0.000 0.014
H -3.6302 -3.1401 1.5170 0.022 -0.008 -0.045
H -2.1872 -2.5872 -1.5053 -0.053 -0.083 0.000
H -2.2853 -3.7522 -0.1845 -0.081 0.002 -0.034
H 0.3981 -5.4816 0.1194 0.025 0.007 0.040
H 0.8827 -7.3238 -1.4231 -0.031 -0.003 -0.013
H 0.7387 -6.9747 -3.8695 0.017 0.007 0.005
H 0.1511 -4.7403 -4.7527 -0.003 -0.011 0.004
H -0.3071 -2.8772 -3.2011 0.008 -0.021 -0.010
H 2.2345 -2.6851 0.0424 0.032 0.052 0.013
H 3.4314 -3.0244 2.1778 -0.016 0.000 0.025
H 2.1612 -3.6352 4.2213 0.002 -0.037 -0.015
H -0.2783 -4.0030 4.0706 0.001 0.027 0.003
H -1.4545 -3.6785 1.9571 0.037 0.035 -0.008
H 0.9690 3.9084 0.5580 0.022 0.041 0.023
H 1.3072 6.3278 0.1971 -0.019 0.024 -0.001
H -0.6550 7.8272 -0.0435 0.002 -0.006 -0.005
H -2.9346 6.8745 0.0483 0.016 0.008 -0.005
H -3.2708 4.4902 0.3928 0.015 -0.030 0.025
H -1.4761 4.2016 2.9714 0.074 0.028 -0.019
H -0.8141 3.7954 5.2956 -0.022 0.002 -0.014
H 0.1394 1.6154 5.9669 -0.018 0.017 0.001
H 0.3758 -0.1862 4.2758 -0.023 0.023 0.000
H -0.2856 0.2142 1.9656 0.086 -0.073 -0.047
N -1.2929 0.7607 -3.8273 0.182 -0.064 0.107
C 0.0378 0.9291 -3.8430 -0.187 -0.029 -0.165
N 0.6142 1.2634 -4.9848 0.102 0.056 -0.111
C 1.9366 1.4489 -4.9181 -0.598 -0.030 -0.302
N 2.5644 1.7634 -6.0521 0.083 0.023 0.023
N 2.6685 1.3461 -3.8014 0.755 -0.020 0.601
C 2.0263 0.9928 -2.7115 -1.171 0.196 -1.644
N 0.7034 0.7482 -2.6865 0.325 0.019 0.653
C 2.7623 0.8697 -1.4660 0.961 -0.121 1.395
C 4.1142 1.2051 -1.3821 -0.514 0.028 -0.672
C 4.7766 1.0564 -0.1861 -0.035 -0.123 0.593
C 4.0746 0.5676 0.9108 0.316 0.123 -0.267
C 2.7325 0.2808 0.7614 -0.103 -0.067 0.096
N 2.0869 0.4275 -0.3913 0.811 0.256 -0.355
H -1.8100 0.8291 -4.6849 0.018 0.025 -0.026
H -1.7401 0.4594 -2.9813 -0.125 -0.017 0.016
H 2.0298 1.8728 -6.8951 -0.009 -0.015 0.000
H 3.5552 1.9214 -6.0544 0.021 0.003 0.041
H 4.5961 1.5763 -2.2752 0.059 -0.020 0.044
H 5.8206 1.3210 -0.0887 0.015 -0.028 -0.071
H 4.5606 0.4080 1.8628 -0.045 0.049 0.023
H 2.1617 -0.0874 1.6002 -0.170 -0.029 0.039
```
Positions in Å, forces in eV/Å.

## Properties
largest force on an atom	2.03	eV/Å
lowest unoccupied orbital energy (alpha / beta)	-0.1154 / -0.1521	hartree
HOMO level (alpha / beta)	-10.16 / -11.14	eV
Kohn-Sham gap (alpha / beta)	7.0159 / 7.0019	eV
molecular weight	760.68	g/mol
charge	+1
multiplicity	5